Formula: C31H54N6OsSSbSeSi3
Source: the OMol25 dataset
Level of theory: the ωB97M-V functional and the def2-TZVPD basis

CARTESIAN COORDINATES (ANGSTROEM)
Os1 0.4896 -0.2822 0.5725
C1 2.8246 -0.0421 -2.1836
Sb1 0.7272 -0.3949 -2.6177
C2 0.2871 -1.6377 -0.8557
C3 1.4443 -2.5002 -0.5090
C4 2.1115 -3.5512 -1.0998
C5 3.1706 -4.1064 -0.3882
C6 3.5090 -3.6038 0.8628
C7 2.7943 -2.5347 1.3771
N1 1.7907 -1.9979 0.6885
Si1 -1.3808 -2.6479 -0.7090
C8 -1.0639 -3.9179 0.6169
C9 -2.6827 -1.4616 -0.0926
C10 -1.6700 -3.4962 -2.3452
C11 -0.4377 1.4617 -2.4442
C12 -0.9471 1.9586 -1.1240
C13 -1.6931 3.1507 -1.1615
C14 -2.2001 3.7494 -0.0358
C15 -1.9625 3.1495 1.1959
C16 -1.2470 1.9862 1.2018
N2 -0.7522 1.3708 0.0920
Si2 -1.9050 1.1552 -3.7496
C17 -3.2039 2.4958 -3.8127
C18 -1.1743 0.9398 -5.4516
C19 -2.8637 -0.3916 -3.3279
Si3 0.7628 2.8434 -3.2112
C20 1.8487 2.1487 -4.5811
C21 -0.1005 4.3059 -3.9845
C22 1.7809 3.4886 -1.7844
H1 3.3356 -0.9029 -2.6154
H2 3.1054 0.0434 -1.1418
H3 3.1460 0.8460 -2.7195
H4 1.8172 -3.9273 -2.0709
H5 3.7256 -4.9372 -0.8040
H6 4.3175 -4.0370 1.4342
H7 2.9950 -2.1254 2.3585
H8 -0.5918 -3.4536 1.4815
H9 -0.4240 -4.7298 0.2683
H10 -2.0118 -4.3588 0.9377
H11 -2.4534 -1.2060 0.9466
H12 -3.6695 -1.9306 -0.1102
H13 -2.7359 -0.5346 -0.6594
H14 -1.2907 -4.5185 -2.2906
H15 -1.1995 -3.0113 -3.2002
H16 -2.7419 -3.5553 -2.5487
H17 -1.8619 3.6069 -2.1206
H18 -2.7668 4.6681 -0.1136
H19 -2.3219 3.5725 2.1233
H20 -1.0207 1.4952 2.1357
H21 -2.8558 3.4957 -4.0652
H22 -3.8032 2.5488 -2.9026
H23 -3.8821 2.1872 -4.6149
H24 -0.8765 1.8860 -5.9018
H25 -1.9712 0.5304 -6.0785
H26 -0.3340 0.2480 -5.5215
H27 -3.5971 -0.2083 -2.5417
H28 -2.2595 -1.2547 -3.0557
H29 -3.4261 -0.6741 -4.2219
H30 1.4386 2.4482 -5.5447
H31 2.0256 1.0743 -4.6394
H32 2.8299 2.6248 -4.4959
H33 -0.7608 4.0428 -4.8104
H34 0.7052 4.9099 -4.4155
H35 -0.6347 4.9543 -3.2907
H36 2.1642 2.7055 -1.1359
H37 1.1889 4.1757 -1.1739
H38 2.6360 4.0512 -2.1661
C23 0.1903 -3.6082 4.4415
N3 -1.0925 -2.9835 4.1112
C24 -2.3097 -3.5112 4.4657
C25 -3.2560 -2.6300 4.0701
N4 -2.6025 -1.5720 3.4835
C26 -3.2916 -0.3678 3.0269
C27 -1.2794 -1.7999 3.4962
Se1 0.1914 -0.6896 3.0217
H39 -0.0183 -4.5407 4.9572
H40 0.7617 -2.9553 5.0958
H41 0.7570 -3.8144 3.5370
H42 -2.3982 -4.4547 4.9757
H43 -4.3279 -2.6571 4.1633
H44 -3.7774 0.1084 3.8757
H45 -4.0337 -0.6336 2.2776
H46 -2.5646 0.3092 2.5949
C28 1.6692 3.0603 3.4233
N5 2.5509 1.9171 3.5734
C29 3.2572 1.6946 4.8489
C30 4.1580 0.4812 4.5510
N6 3.7671 0.1492 3.1724
C31 2.8867 1.0109 2.6805
S1 2.3842 1.0638 0.9945
H47 2.2425 3.9778 3.5565
H48 0.8904 3.0168 4.1851
H49 1.2269 3.0537 2.4327
H50 2.5287 1.4985 5.6352
H51 3.8219 2.5876 5.1130
H52 3.9656 -0.3565 5.2166
H53 5.2164 0.7307 4.5914
H54 4.2893 -0.4725 2.5784

Net charge = +3
HOMO level = -15.845 eV
Largest force on an atom = 0.52 eV Å⁻¹
Kohn-Sham gap = 6.35 eV

Results of the Löwdin charge analysis, in e, for atoms 1 through 8: Os 0.8984; C -0.2925; Sb 1.5080; C -0.6182; C -0.4427; C 0.0131; C 0.0048; C -0.0084

---

Formula: C31H54O27
Source: the OMol25 dataset
Level of theory: the ωB97M-V functional and the def2-TZVPD basis

CARTESIAN COORDINATES (ANGSTROEM)
C1 -3.2315 -1.7425 -1.8159
C2 -4.5332 -1.5617 -2.6916
C3 -4.3952 -1.4601 -4.1429
O1 -5.3940 -2.2462 -4.7526
C4 -5.8595 -3.0791 -3.8219
O2 -6.6064 -4.0050 -3.9882
O3 -5.3131 -2.7546 -2.6337
H1 -3.5213 -2.1472 -0.8462
H2 -2.7372 -0.7826 -1.6666
H3 -2.5230 -2.3933 -2.3281
H4 -5.0462 -0.7075 -2.2498
H5 -3.4210 -1.7256 -4.5534
H6 -4.5971 -0.4278 -4.4285
C5 -0.8591 8.9564 2.9053
C6 -2.1006 8.0200 2.9756
C7 -3.1653 8.3026 1.9965
O4 -3.5378 7.0033 1.6144
C8 -2.6494 6.0449 2.0470
O5 -2.6811 4.8514 1.8023
O6 -1.6974 6.7299 2.7307
H7 -0.0979 8.6846 3.6365
H8 -1.2450 9.9429 3.1626
H9 -0.5519 9.0976 1.8691
H10 -2.5960 7.8460 3.9308
H11 -2.9465 9.0388 1.2230
H12 -4.0757 8.6216 2.5039
C9 -3.1839 -3.4775 2.2744
C10 -3.2478 -4.9009 1.8285
C11 -4.3949 -5.1264 0.8563
O7 -3.7911 -5.2654 -0.3487
C12 -2.4838 -5.3311 -0.2146
O8 -1.7366 -5.5850 -1.1624
O9 -2.0718 -5.0770 1.0252
H13 -3.1590 -2.8113 1.4121
H14 -2.2722 -3.3167 2.8497
H15 -4.0366 -3.1523 2.8704
H16 -3.2726 -5.5065 2.7344
H17 -5.1753 -4.3661 0.8250
H18 -4.8290 -6.0551 1.2264
C13 6.5747 -2.5629 -5.2221
C14 5.9581 -2.3758 -3.7505
C15 5.5709 -0.8579 -3.5087
O10 4.1944 -0.9338 -3.2343
C16 3.7296 -2.1333 -3.3289
O11 2.5497 -2.4524 -3.1099
O12 4.6768 -2.9535 -3.8440
H19 6.5104 -3.6087 -5.5226
H20 7.6408 -2.3420 -5.2733
H21 6.0817 -1.9559 -5.9815
H22 6.5482 -2.9013 -2.9997
H23 5.6877 -0.3310 -4.4557
H24 6.1417 -0.3680 -2.7199
C17 -3.5343 0.7706 4.5420
O13 -4.1006 1.5352 5.6371
C18 -3.4447 2.4087 6.4236
O14 -3.9891 2.9936 7.4042
O15 -2.1591 2.6547 5.9271
C19 -1.3856 3.6429 6.5442
H25 -4.2200 -0.0596 4.3726
H26 -2.6107 0.3292 4.9166
H27 -3.4824 1.3381 3.6128
H28 -1.3400 3.6227 7.6331
H29 -1.8095 4.6271 6.3450
H30 -0.3480 3.5523 6.2229
C20 2.6787 -6.4762 -5.2399
O16 1.6591 -6.0846 -6.0900
C21 0.7774 -5.1380 -5.9157
O17 -0.1148 -4.7850 -6.7323
O18 0.9547 -4.6548 -4.5920
C22 -0.1007 -3.8603 -3.8958
H31 2.3914 -6.5089 -4.1890
H32 3.5237 -5.7995 -5.3677
H33 3.0250 -7.4763 -5.5007
H34 0.2618 -2.9010 -3.5265
H35 -0.3444 -4.4662 -3.0231
H36 -1.0204 -3.6001 -4.4198
C23 -1.3232 1.9297 1.7408
O19 -1.4458 0.4761 1.4045
C24 -0.4457 -0.2182 0.8842
O20 0.7364 0.1489 0.9076
O21 -0.9194 -1.3760 0.2834
C25 0.0614 -2.3041 -0.3905
H37 -1.5655 2.5267 0.8617
H38 -0.3064 2.1596 2.0594
H39 -1.9888 2.2561 2.5399
H40 0.9699 -2.4564 0.1920
H41 0.4234 -1.8991 -1.3355
H42 -0.4192 -3.2387 -0.6798
C26 0.9211 5.0774 1.2085
O22 0.9673 3.9940 0.2533
C27 2.0769 3.2414 -0.0032
O23 3.2312 3.3740 0.5407
O24 1.7506 2.3505 -0.8242
C28 2.6267 1.3301 -1.1973
H43 0.0331 5.6423 0.9250
H44 1.8109 5.6908 1.0670
H45 0.7783 4.5729 2.1642
H46 3.0215 0.8710 -0.2910
H47 3.4438 1.6804 -1.8280
H48 2.0755 0.5641 -1.7428
C29 6.9080 -0.3710 0.9677
O25 5.7711 -0.4176 1.8246
C30 4.9799 0.6934 2.0527
O26 5.1415 1.8805 1.7217
O27 3.9357 0.2461 2.5674
C31 2.9271 1.0474 3.1340
H49 7.7191 0.2850 1.2838
H50 6.6799 -0.2189 -0.0872
H51 7.3033 -1.3864 0.9393
H52 3.2937 1.3632 4.1108
H53 2.0226 0.4641 3.3064
H54 2.7086 1.9969 2.6454

HOMO level = -9.934 eV
Largest force on an atom = 6.79 eV Å⁻¹
Kohn-Sham gap = 10.18 eV

Results of the Löwdin charge analysis, in e, for atoms 1 through 8: C 0.0144; C -0.2966; C -0.1275; O 0.0986; C -0.5600; O 0.1545; O 0.0813; H 0.0710

---

Among the records above, which one has the highest HOMO level? C31H54O27

---

Which value of largest force on an atom does entry 2 give? 6.79 eV Å⁻¹

---

Look up the largest force on an atom of the first one. 0.52 eV Å⁻¹

---

largest force on an atom of number 2 (C31H54O27)? 6.79 eV Å⁻¹